# 1
Below is a structure of composition C34H22BrIN4O9S2Y, with properties calculated with the ωB97M-V functional and the def2-TZVPD basis.

Cartesian coordinates (Å):
H 0.7559 3.5449 3.5084
H -2.6676 -5.4414 -2.8442
C 4.3398 -0.7900 2.0706
I 2.0595 -3.4596 0.1326
H -0.7540 3.3146 -0.6947
C -1.3025 -1.0628 1.2558
C -3.6098 1.8586 2.0538
H 5.5291 -2.3876 1.3012
H -2.7062 0.8009 -5.8404
C 0.4343 -4.2770 -0.8795
C 0.5945 0.0074 -5.7282
C -0.9674 3.9442 0.1592
C -0.5454 -5.0310 -0.2515
N 1.3098 -0.4367 -1.9445
H -5.6717 1.9384 1.4739
C -1.4912 5.4737 2.4067
O 3.1242 0.4833 -3.4509
C -0.2295 3.7198 1.3211
C 3.1533 1.1411 3.1710
H -0.8920 -4.1336 -3.9837
O 0.9667 1.9774 0.2325
H -3.6242 2.8476 2.4949
O -3.2899 -2.1500 -1.2417
H -2.4339 -6.0069 -0.4531
S -3.1644 -2.2044 0.1909
O 2.4971 -1.8842 -3.6481
N -1.5896 -2.1726 0.6315
C -1.9485 4.9158 0.1068
C 6.0866 -0.8631 4.2894
C -1.7817 -5.1343 -2.3045
H 4.9183 0.7567 5.0507
C -1.6565 -5.4569 -0.9640
H -1.5214 1.5087 2.5024
C 6.2500 -1.7480 3.2220
O -3.8681 -3.2549 0.8773
H 6.7561 -0.8928 5.1385
S 2.1090 -0.5281 -3.3600
C -2.4306 1.1234 2.0592
H -5.6673 -0.3129 0.4129
H -0.7779 0.4265 -7.3162
O 0.1393 4.3137 3.6324
Y 1.5793 -0.1581 0.4131
C 5.4024 -1.7104 2.1366
O 3.5498 -0.7824 1.0262
H 3.2103 1.8822 3.9703
H -2.5153 5.0714 -0.8015
C -2.2033 5.6822 1.2409
C -0.5023 4.4899 2.4646
N 1.3925 2.3663 2.4511
C -0.3734 0.1282 -3.5209
C 0.3155 -3.9688 -2.2290
C -1.6190 0.4491 -4.0284
C -0.6519 0.3396 -6.2444
Br -0.4510 -5.4752 1.5822
C 0.7011 -0.0925 -4.3551
C -0.7937 -4.3980 -2.9390
C -4.7656 1.3455 1.4697
C -1.7456 0.5551 -5.4065
H 7.0551 -2.4730 3.2423
H 1.4447 -0.1691 -6.3733
C -4.7738 0.0870 0.8740
H 1.0841 -3.3798 -2.7128
C 0.7719 2.6263 1.3177
H -1.6834 6.0557 3.2988
N 2.2227 1.2619 2.3024
O -0.7265 0.1381 -1.1355
O -0.1391 -0.7386 1.6629
C 0.0130 -0.0588 -2.0924
C -3.5917 -0.6221 0.8846
H -2.9702 6.4474 1.2173
C 4.1724 0.1087 3.1536
C -2.4444 -0.1211 1.4602
H -2.4553 0.5928 -3.3570
C 5.0586 0.0530 4.2370

Values from the calculation:
Total charge: -1
HOMO level (eV): -5.76
ΔE to the lowest compared entry with this formula, charge and spin (eV): 0.306
HOMO-LUMO gap (eV): 8.09
E (eV): -160868.6890

# 2
Below is the ion C3H5O2S with charge -1, with properties calculated with the ωB97M-V functional and the def2-TZVPD basis.

Cartesian coordinates (Å):
H 0.9675 0.2419 1.1339
C -0.0728 -1.6238 0.6354
S 0.0479 2.3385 -0.7598
O 0.6634 -2.2936 1.3938
O -1.1322 -1.9722 0.0666
C 0.4414 -0.2161 0.2935
H 0.9789 1.8479 -1.5877
H -1.1793 0.2821 -1.0399
C -0.6161 0.7372 -0.2316
H 1.2092 -0.3382 -0.4786
H -1.3079 0.9964 0.5745

Values from the calculation:
Total charge: -1
HOMO level (eV): -4.12
ΔE to the lowest compared entry with this formula, charge and spin (eV): 0.000
HOMO-LUMO gap (eV): 7.29
E (eV): -18124.0278

# 3
Below is a structure of composition C21H33AsN6S4Tc in a non-equilibrium geometry, with properties calculated with the ωB97M-V functional and the def2-TZVPD basis.

Cartesian coordinates (Å):
H 4.1766 1.5504 -1.9340
C 2.2206 1.5459 -1.0438
H 2.0145 -4.1140 2.0122
H 1.1614 -1.1070 2.6678
C 0.3454 -5.9005 0.4925
H 2.6697 -0.5895 -2.4744
C -1.9236 1.5824 3.0045
N 0.3114 -4.4665 0.8050
C -0.6162 2.1370 1.0263
H -2.8720 -4.3556 -1.3519
H -0.4786 4.2733 0.6179
S 0.2074 -0.0180 -2.6046
C 1.0668 2.3024 -0.7627
H -0.4387 -6.4389 1.0249
H 1.2395 0.6743 2.6378
C 3.1647 3.4110 -2.2184
H -2.2923 0.8724 3.7305
H 4.0880 0.4566 0.5051
N 2.2563 0.1718 -0.5247
H 3.0246 -0.7530 1.2357
H 0.5527 -3.1871 2.4670
H -2.1761 -4.9283 0.1697
C -0.0265 -3.5451 -0.1009
N 0.0838 1.6112 -0.0175
N -0.5526 -0.1516 1.8513
H 2.7828 -1.7746 -1.1571
H -0.6699 -4.3064 -3.1112
C -0.6634 -3.4308 -2.4600
H 4.0628 -0.5837 -1.3933
H -1.8053 -5.7650 -1.3563
H -2.5275 -0.9482 1.9847
C -1.5233 -1.1878 2.3210
H -1.9358 4.9312 2.4398
As -3.0972 -0.2300 -2.4028
H 0.2471 -6.0582 -0.5759
C -0.8832 3.5091 1.2557
C -2.2439 2.9317 3.1534
Tc 0.0237 -0.3549 -0.4376
S -1.4736 0.1992 -3.7877
H 1.9039 5.1260 -2.4319
H 1.3459 -2.3214 0.5389
H 0.2356 -0.1392 3.8292
C -1.1145 1.1868 1.9631
C 2.9876 -0.7478 -1.4495
C -1.9858 -4.7951 -0.8919
H -2.8820 3.2429 3.9696
C 3.2715 2.1089 -1.7419
H -1.4613 -2.7646 -2.7957
C 0.9237 -4.1372 2.0875
N 0.4933 -2.2924 -0.0145
H 3.9838 3.8484 -2.7723
H 0.0322 4.1454 -1.2132
H -1.5293 -1.2378 3.4085
C 0.6017 -0.1855 2.8026
S -4.9798 -0.2296 -3.0399
H 2.6654 0.9938 1.3879
N -0.8728 -3.8690 -1.0907
H 1.3140 -6.2856 0.8110
H -1.2285 -2.1581 1.9289
C 3.0504 0.2147 0.7378
S -2.3238 -0.7804 -0.5117
C 2.0025 4.1344 -2.0128
H 0.3030 -2.9405 -2.5584
C -1.7063 3.8853 2.2912
H 0.6546 -4.9109 2.8039
C 0.9519 3.5895 -1.2900

Values from the calculation:
Total charge: +3
HOMO level (eV): -16.97
HOMO-LUMO gap (eV): 5.14
E (eV): -137605.5115

# 4
Below is a structure of composition C12H13ClN2O2STc in a non-equilibrium geometry, with properties calculated with the ωB97M-V functional and the def2-TZVPD basis.

Cartesian coordinates (Å):
H -4.5978 -0.7830 1.3066
C -0.7144 -0.0927 3.7614
H -1.1221 -0.5743 4.6387
N -2.7898 0.2315 0.8446
O -1.4712 1.3280 -2.4126
S -0.2374 1.5457 1.1829
C 2.2540 -0.8538 -1.8305
H 1.3282 1.9717 -3.5307
H 1.9840 -1.6179 -2.5990
C -3.0321 -0.6935 2.8032
C 2.5369 1.3090 -0.9253
C -0.2553 -1.5502 -0.3310
H 2.5162 -1.9126 0.1020
H -3.2991 -1.1886 3.6969
C 1.9910 1.0788 -3.5410
C 2.1992 0.5505 -2.1309
C -0.6388 0.8814 -1.7364
C -1.6223 0.4725 1.5363
N -1.7762 -0.1030 2.7512
H -2.9143 0.5102 -0.1422
Tc 0.6849 0.1931 -0.3261
H -0.4148 0.9407 3.9963
H 3.0116 0.6128 1.1693
H 2.6122 2.4313 -0.8824
C 2.7450 0.3675 0.1326
O -0.8092 -2.5410 -0.2406
Cl -1.6350 -2.0535 -3.7923
H 1.4885 0.2657 -4.1414
H 0.1754 -0.6442 3.4124
C 2.4700 -0.9585 -0.4090
C -3.6193 -0.4929 1.6752
H 2.9518 1.3693 -4.0379

Values from the calculation:
Total charge: +2
HOMO level (alpha / beta) (eV): -15.60 / -16.24
Expectation value of S²: 3.77
Spin multiplicity: 4
ΔE to the lowest compared entry with this formula, charge and spin (eV): 0.000
HOMO-LUMO gap (alpha / beta) (eV): 8.14 / 6.66
E (eV): -45268.5734

Copy entry 4 word for word.
Below is a structure of composition C12H13ClN2O2STc in a non-equilibrium geometry, with properties calculated with the ωB97M-V functional and the def2-TZVPD basis.

Cartesian coordinates (Å):
H -4.5978 -0.7830 1.3066
C -0.7144 -0.0927 3.7614
H -1.1221 -0.5743 4.6387
N -2.7898 0.2315 0.8446
O -1.4712 1.3280 -2.4126
S -0.2374 1.5457 1.1829
C 2.2540 -0.8538 -1.8305
H 1.3282 1.9717 -3.5307
H 1.9840 -1.6179 -2.5990
C -3.0321 -0.6935 2.8032
C 2.5369 1.3090 -0.9253
C -0.2553 -1.5502 -0.3310
H 2.5162 -1.9126 0.1020
H -3.2991 -1.1886 3.6969
C 1.9910 1.0788 -3.5410
C 2.1992 0.5505 -2.1309
C -0.6388 0.8814 -1.7364
C -1.6223 0.4725 1.5363
N -1.7762 -0.1030 2.7512
H -2.9143 0.5102 -0.1422
Tc 0.6849 0.1931 -0.3261
H -0.4148 0.9407 3.9963
H 3.0116 0.6128 1.1693
H 2.6122 2.4313 -0.8824
C 2.7450 0.3675 0.1326
O -0.8092 -2.5410 -0.2406
Cl -1.6350 -2.0535 -3.7923
H 1.4885 0.2657 -4.1414
H 0.1754 -0.6442 3.4124
C 2.4700 -0.9585 -0.4090
C -3.6193 -0.4929 1.6752
H 2.9518 1.3693 -4.0379

Values from the calculation:
Total charge: +2
HOMO level (alpha / beta) (eV): -15.60 / -16.24
Expectation value of S²: 3.77
Spin multiplicity: 4
ΔE to the lowest compared entry with this formula, charge and spin (eV): 0.000
HOMO-LUMO gap (alpha / beta) (eV): 8.14 / 6.66
E (eV): -45268.5734

- Among the records above, which one has the lowest E?
  C34H22BrIN4O9S2Y

- What is the formula in the fourth record?
  C12H13ClN2O2STc